[1]
C2H5F3N | ωB97M-V/def2-TZVPD

Output
Frontier orbital gap in Eh: 0.4365
Relative energy (zero: lowest compared OMol25 entry of this formula, charge and spin) in eV: 1.2544
Lowest unoccupied orbital energy in eV: -5.47
Total energy in eV: -11781.489

Geometry as ORCA input:
```
! wB97M-V def2-TZVPD RIJCOSX def2/J DEFGRID3
* xyz 1 1
C 1.170 -0.134 -0.522
C 0.149 -0.107 0.567
N -1.165 0.050 0.055
F -1.549 -0.947 -0.769
F -1.339 1.144 -0.664
F -2.115 0.083 0.974
H 1.147 0.760 -1.141
H 2.161 -0.199 -0.078
H 1.045 -1.009 -1.160
H 0.319 1.273 1.444
H 0.179 -0.915 1.294
*
```

Atom charges from the Löwdin analysis, given in e for atoms 1 to 6:
1 C -0.059
2 C -0.111
3 N -0.290
4 F 0.218
5 F 0.226
6 F 0.227


[2]
C36H47N12O3STi | ωB97M-V/def2-TZVPD

Output
Frontier orbital gap in Eh: 0.2503
Relative energy (zero: lowest compared OMol25 entry of this formula, charge and spin) in eV: 1.6039
Lowest unoccupied orbital energy in eV: -2.97
Total energy in eV: -96067.116

Geometry as ORCA input:
```
! wB97M-V def2-TZVPD RIJCOSX def2/J DEFGRID3
* xyz 1 1
Ti 0.660 0.049 0.187
O -1.290 -0.435 5.213
C -2.235 -0.980 4.423
C -3.448 -1.333 5.012
C -4.461 -1.881 4.252
C -4.291 -2.095 2.883
C -3.098 -1.739 2.294
C -2.060 -1.172 3.043
C -0.832 -0.776 2.353
O -0.780 -0.848 1.048
N 0.173 -0.324 3.055
N 1.239 -0.007 2.222
C 2.387 0.049 2.782
C 3.616 0.223 2.042
C 4.846 0.231 2.703
C 6.023 0.381 1.997
C 5.976 0.529 0.612
C 4.767 0.520 -0.062
C 3.587 0.354 0.650
O 2.412 0.373 0.011
H -0.486 -0.301 4.662
H -3.563 -1.169 6.075
H -5.395 -2.149 4.727
H -5.083 -2.538 2.296
H -2.935 -1.893 1.238
H 2.432 -0.108 3.857
H 4.865 0.110 3.780
H 6.972 0.379 2.513
H 6.894 0.653 0.053
H 4.715 0.629 -1.137
C 0.467 -5.853 -2.038
C -0.452 -5.208 -1.010
N 0.264 -4.426 -0.014
C 0.718 -3.176 -0.236
S 1.746 -2.438 0.928
N 0.371 -2.609 -1.373
N 0.678 -1.282 -1.446
C 0.947 -0.833 -2.630
C 1.027 -1.746 -3.808
C 1.204 0.605 -2.768
C 1.719 1.152 -3.938
C 1.976 2.511 -3.996
C 1.698 3.295 -2.890
C 1.181 2.678 -1.764
N 0.940 1.373 -1.698
H -0.114 -6.415 -2.770
H 1.165 -6.540 -1.558
H 1.041 -5.088 -2.561
H -1.025 -5.967 -0.476
H -1.157 -4.541 -1.501
H 0.708 -4.912 0.748
H 0.348 -2.581 -3.656
H 2.036 -2.155 -3.904
H 0.766 -1.231 -4.732
H 1.933 0.517 -4.785
H 2.391 2.950 -4.894
H 1.876 4.361 -2.890
H 0.932 3.249 -0.882
C 2.035 3.333 1.556
N 0.959 3.020 2.467
C 0.842 3.877 3.640
C -0.595 3.651 4.098
N -1.186 2.884 3.005
C -2.414 2.171 3.335
C -0.256 2.529 2.085
N -0.469 1.878 0.956
C -1.848 1.825 0.456
C -1.815 1.787 -1.056
N -1.428 0.436 -1.424
C -1.615 -0.026 -2.614
N -1.582 -1.380 -2.864
C -1.959 -2.306 -1.817
C -2.050 -1.668 -4.213
C -2.072 -0.297 -4.895
N -1.866 0.629 -3.791
C -1.507 1.998 -4.093
H 2.983 3.286 2.092
H 1.922 4.344 1.146
H 2.072 2.618 0.744
H 1.025 4.918 3.359
H 1.573 3.597 4.399
H -1.141 4.582 4.254
H -0.645 3.070 5.021
H -2.342 1.800 4.359
H -2.571 1.317 2.688
H -3.274 2.838 3.262
H -2.432 2.687 0.790
H -2.349 0.913 0.791
H -1.113 2.548 -1.396
H -2.804 2.069 -1.437
H -1.641 -1.904 -0.859
H -1.468 -3.264 -1.980
H -3.045 -2.464 -1.809
H -3.046 -2.119 -4.181
H -1.382 -2.369 -4.715
H -3.018 -0.101 -5.401
H -1.271 -0.192 -5.632
H -1.053 2.030 -5.086
H -0.774 2.370 -3.388
H -2.372 2.665 -4.094
*
```

Atom charges from the Löwdin analysis, given in e for atoms 1 to 6:
1 Ti 1.056
2 O 0.054
3 C -0.282
4 C -0.003
5 C -0.063
6 C -0.075


[3]
C21H31As2O11S4SbSe2Tc | ωB97M-V/def2-TZVPD

Output
Frontier orbital gap in Eh: 0.2811
Relative energy (zero: lowest compared OMol25 entry of this formula, charge and spin) in eV: 0.0000
Lowest unoccupied orbital energy in eV: -3.22
Total energy in eV: -349243.379

Geometry as ORCA input:
```
! wB97M-V def2-TZVPD RIJCOSX def2/J DEFGRID3
* xyz 1 1
Tc 0.005 1.754 0.767
O 3.349 0.265 6.033
C 2.154 -0.486 5.952
C 1.552 -0.286 4.561
C 0.315 -1.191 4.423
O -0.743 -0.848 5.298
C 2.563 -0.747 3.488
Se 3.509 0.727 2.631
C 1.128 1.193 4.439
Se 1.595 2.050 2.743
H 3.730 0.166 6.911
H 1.434 -0.154 6.710
H 2.348 -1.555 6.102
H 0.609 -2.238 4.548
H -0.089 -1.083 3.416
H -0.585 -1.227 6.168
H 2.068 -1.314 2.704
H 3.340 -1.372 3.928
H 1.640 1.799 5.183
H 0.056 1.302 4.574
S -2.289 1.827 3.807
Sb -3.843 2.175 2.007
S -1.789 0.869 1.976
S -0.907 4.059 1.657
S -2.867 4.178 1.065
C -5.632 -0.910 -0.958
O -4.285 -1.073 -1.439
C -3.447 -0.076 -1.224
O -3.780 0.991 -0.741
C -2.086 -0.289 -1.784
C -1.706 -1.430 -2.365
As -0.147 -1.698 -3.534
C 0.622 -3.215 -2.568
C 1.036 -0.303 -2.868
C 0.700 0.840 -2.285
As -1.007 1.299 -1.484
C -1.772 2.524 -2.771
C 1.764 1.859 -1.994
O 2.409 2.410 -2.829
O 1.890 2.109 -0.651
C 2.924 3.060 -0.283
C 2.494 -0.599 -3.095
O 3.362 -0.319 -2.314
O 2.677 -1.246 -4.245
C 4.044 -1.595 -4.546
C -2.492 -2.715 -2.217
O -2.313 -3.382 -1.239
O -3.254 -3.142 -3.224
C -3.543 -2.266 -4.324
H -6.181 -1.760 -1.349
H -6.051 0.026 -1.320
H -5.634 -0.929 0.130
H -0.035 -4.073 -2.698
H 0.728 -3.000 -1.508
H 1.588 -3.442 -3.014
H -1.856 1.991 -3.716
H -1.129 3.392 -2.880
H -2.754 2.833 -2.417
H 2.444 3.929 0.160
H 3.480 3.347 -1.168
H 3.572 2.557 0.428
H 3.997 -2.205 -5.441
H 4.481 -2.146 -3.717
H 4.619 -0.690 -4.727
H -4.396 -2.706 -4.830
H -2.698 -2.217 -5.009
H -3.803 -1.269 -3.972
O 0.034 4.249 -0.951
C -0.164 3.543 -0.028
C 0.660 -0.255 0.478
H 0.587 -0.714 1.465
H 1.706 -0.280 0.166
H 0.066 -0.879 -0.192
*
```

Atom charges from the Löwdin analysis, given in e for atoms 1 to 6:
1 Tc 0.433
2 O -0.049
3 C -0.222
4 C -0.530
5 C -0.214
6 O -0.058


[4]
C9H14 | ωB97M-V/def2-TZVPD

Output
Frontier orbital gap (alpha / beta) in Eh: 0.0851 / 0.3483
Relative energy (zero: lowest compared OMol25 entry of this formula, charge and spin) in eV: 0.9315
Lowest unoccupied orbital energy (alpha / beta) in eV: 3.66 / 3.63
Total energy in eV: -9557.866

Geometry as ORCA input:
```
! wB97M-V def2-TZVPD RIJCOSX def2/J DEFGRID3
* xyz -1 2
C -0.857 0.086 -0.960
C -2.178 0.263 1.169
C -1.011 -0.104 0.528
C -2.443 0.073 2.546
C -1.536 -0.666 3.266
C -0.086 -0.813 1.324
C -0.376 -1.148 2.636
H -2.989 0.703 0.597
H -3.401 0.495 2.809
H 0.082 -0.256 -1.351
H -1.053 1.137 -1.201
H -1.707 -1.012 4.279
H 0.853 -1.168 0.913
H 0.361 -1.722 3.168
H -1.772 -0.300 -1.431
C 2.424 -0.196 -2.446
C 2.086 1.230 -2.218
H 3.305 -0.373 -3.071
H 2.678 -0.705 -1.508
H 1.643 -0.772 -2.944
H 2.874 2.005 -2.283
H 1.921 1.578 -1.176
H 1.179 1.662 -2.646
*
```

Atom charges from the Löwdin analysis, given in e for atoms 1 to 6:
1 C -0.143
2 C -0.118
3 C -0.280
4 C -0.123
5 C -0.143
6 C -0.127


[5]
C53H62NO2SeTc | ωB97M-V/def2-TZVPD

Output
Frontier orbital gap (alpha / beta) in Eh: 0.2127 / 0.1949
Lowest unoccupied orbital energy (alpha / beta) in eV: 1.78 / 1.63
Total energy in eV: -129099.943

Geometry as ORCA input:
```
! wB97M-V def2-TZVPD RIJCOSX def2/J DEFGRID3
* xyz -1 2
Tc -0.276 -1.145 1.192
C -2.948 5.995 -2.304
C -1.794 5.704 -1.342
C -0.476 5.982 -2.075
C -1.914 6.663 -0.149
C -1.783 4.269 -0.836
C -0.794 3.872 0.050
C -0.717 2.569 0.484
Se 0.714 2.133 1.715
C 2.047 1.823 0.346
C 2.801 2.873 -0.126
C 3.770 2.668 -1.099
C 3.938 1.362 -1.552
C 3.202 0.277 -1.103
C 2.196 0.494 -0.114
O 1.480 -0.454 0.392
C 3.493 -1.141 -1.593
C 4.041 -1.952 -0.410
C 2.210 -1.817 -2.097
C 4.526 -1.188 -2.728
C 4.580 3.849 -1.619
C 5.268 4.565 -0.449
C 3.633 4.830 -2.322
C 5.652 3.434 -2.632
C -1.588 1.550 0.030
O -1.373 0.316 0.321
C -2.685 1.991 -0.774
C -2.732 3.312 -1.186
C -3.785 0.999 -1.136
C -4.993 1.659 -1.810
C -4.289 0.323 0.145
C -3.226 -0.063 -2.090
H -2.906 7.038 -2.617
H -3.909 5.829 -1.824
H -2.885 5.374 -3.194
H -0.459 7.006 -2.444
H -0.355 5.304 -2.918
H 0.370 5.840 -1.410
H -1.932 7.697 -0.492
H -1.074 6.541 0.528
H -2.828 6.464 0.408
H -0.051 4.567 0.417
H 2.608 3.856 0.280
H 4.707 1.178 -2.281
H 3.307 -1.961 0.392
H 4.961 -1.507 -0.032
H 4.237 -2.982 -0.710
H 1.470 -1.858 -1.301
H 2.423 -2.840 -2.408
H 1.789 -1.270 -2.940
H 5.492 -0.805 -2.405
H 4.186 -0.617 -3.591
H 4.668 -2.223 -3.039
H 4.539 4.982 0.238
H 5.889 5.381 -0.819
H 5.898 3.875 0.106
H 2.876 5.201 -1.639
H 3.127 4.335 -3.148
H 4.190 5.680 -2.715
H 6.348 2.714 -2.207
H 6.222 4.310 -2.941
H 5.193 3.004 -3.520
H -3.544 3.619 -1.824
H -5.402 2.454 -1.188
H -5.767 0.906 -1.954
H -4.728 2.067 -2.784
H -4.703 1.064 0.828
H -3.476 -0.188 0.646
H -5.056 -0.415 -0.088
H -2.958 0.385 -3.046
H -3.965 -0.844 -2.261
H -2.343 -0.525 -1.660
C -0.215 -0.108 5.503
C -1.453 -0.566 5.919
C -2.311 -1.161 5.016
C -1.934 -1.313 3.677
C -0.669 -0.850 3.244
C 0.167 -0.263 4.174
C -2.738 -1.982 2.686
C -4.011 -2.502 2.902
C -4.699 -3.133 1.892
C -4.088 -3.280 0.623
C -4.724 -3.917 -0.446
C -4.090 -4.064 -1.670
C -2.805 -3.580 -1.835
C -2.154 -2.936 -0.794
C -2.773 -2.759 0.454
N -2.118 -2.122 1.462
H 0.461 0.355 6.209
H -1.755 -0.466 6.955
H -3.271 -1.526 5.353
H 1.153 0.067 3.869
H -4.463 -2.411 3.877
H -5.694 -3.525 2.052
H -5.732 -4.285 -0.309
H -4.606 -4.547 -2.490
H -2.303 -3.691 -2.786
H -1.147 -2.555 -0.936
C 1.926 -4.017 3.537
C 0.812 -3.996 2.480
C -0.495 -4.349 3.196
C 0.841 -2.664 1.770
C 1.073 -4.942 1.319
C 2.266 -5.633 1.135
C 2.470 -6.408 0.007
C 1.499 -6.494 -0.974
C 0.304 -5.815 -0.800
C 0.095 -5.057 0.332
H 1.699 -3.261 4.284
H 2.896 -3.779 3.110
H 1.975 -4.987 4.028
H -0.637 -3.662 4.026
H -0.441 -5.368 3.582
H -1.356 -4.275 2.541
H 1.891 -2.557 1.467
H 3.050 -5.574 1.873
H 3.401 -6.947 -0.113
H 1.668 -7.088 -1.862
H -0.466 -5.870 -1.556
H -0.834 -4.525 0.452
*
```

Atom charges from the Löwdin analysis, given in e for atoms 1 to 6:
1 Tc 1.368
2 C -0.071
3 C -0.560
4 C -0.050
5 C -0.052
6 C -0.190


[6]
C29H32ErN5OSSb | ωB97M-V/def2-TZVPD

Output
Frontier orbital gap (alpha / beta) in Eh: 0.2626 / 0.2660
Lowest unoccupied orbital energy (alpha / beta) in eV: -9.08 / -8.99
Total energy in eV: -85063.173

Geometry as ORCA input:
```
! wB97M-V def2-TZVPD RIJCOSX def2/J DEFGRID3
* xyz 3 4
Er 1.806 -0.156 -0.081
C 0.984 -2.604 2.069
C 1.532 -1.464 2.877
C 1.453 -1.459 4.261
C 2.010 -0.409 4.969
C 2.710 0.579 4.277
C 2.777 0.515 2.901
N 2.147 -0.463 2.207
Sb 4.257 1.848 1.936
C 2.919 2.822 0.471
C 2.928 4.201 0.443
C 2.327 4.861 -0.628
C 1.797 4.115 -1.665
C 1.807 2.731 -1.579
C 1.294 1.877 -2.703
N 2.314 2.097 -0.500
C 4.968 0.336 0.468
C 6.336 0.197 0.335
C 6.837 -0.712 -0.592
C 5.952 -1.454 -1.363
C 4.594 -1.272 -1.183
C 3.552 -2.023 -1.971
N 4.114 -0.392 -0.279
H 1.503 -3.523 2.346
H -0.076 -2.765 2.270
H 1.126 -2.461 0.991
H 0.966 -2.278 4.773
H 1.935 -0.374 6.048
H 3.207 1.378 4.810
H 3.410 4.758 1.235
H 2.311 5.943 -0.665
H 1.392 4.597 -2.545
H 1.816 2.140 -3.625
H 1.467 0.809 -2.524
H 0.231 2.037 -2.883
H 7.010 0.786 0.942
H 7.905 -0.840 -0.716
H 6.319 -2.164 -2.092
H 4.010 -2.730 -2.658
H 2.902 -2.614 -1.310
H 2.953 -1.339 -2.588
C -4.485 -0.178 -3.534
C -3.201 -1.002 -3.561
C -3.119 -2.009 -2.411
N -3.070 -1.358 -1.092
C -2.007 -0.895 -0.492
S -0.453 -1.134 -1.233
N -2.073 -0.309 0.730
C -3.078 -0.478 1.795
O -2.618 -0.787 2.857
C -4.479 -0.215 1.473
C -4.839 0.794 0.569
C -6.174 1.080 0.352
C -7.157 0.359 1.024
C -6.804 -0.629 1.935
C -5.470 -0.908 2.175
H -4.507 0.521 -4.368
H -4.574 0.398 -2.611
H -5.360 -0.825 -3.619
H -2.324 -0.351 -3.528
H -3.145 -1.568 -4.492
H -2.243 -2.646 -2.516
H -4.006 -2.640 -2.410
H -3.963 -1.174 -0.646
H -1.183 -0.174 1.170
H -4.067 1.375 0.076
H -6.450 1.875 -0.326
H -8.199 0.581 0.841
H -7.571 -1.172 2.469
H -5.183 -1.662 2.896
*
```

Atom charges from the Löwdin analysis, given in e for atoms 1 to 6:
1 Er 1.373
2 C -0.007
3 C -0.299
4 C 0.031
5 C 0.023
6 C -0.084


[7]
C21H47CsN5O21S4 | ωB97M-V/def2-TZVPD

Output
Frontier orbital gap in Eh: 0.2919
Relative energy (zero: lowest compared OMol25 entry of this formula, charge and spin) in eV: 0.0000
Lowest unoccupied orbital energy in eV: 0.69
Total energy in eV: -116882.129

Geometry as ORCA input:
```
! wB97M-V def2-TZVPD RIJCOSX def2/J DEFGRID3
* xyz -1 1
Cs -3.344 -1.292 1.683
S -1.246 0.135 -0.448
O -0.209 0.686 -1.338
O -0.659 -0.937 0.409
O -1.708 1.199 0.501
O -2.383 -0.432 -1.194
C -0.107 -3.665 4.673
C -0.664 -2.898 3.486
O -1.471 -3.463 2.712
N -0.251 -1.654 3.208
C 0.552 -0.820 4.065
H -0.133 -3.051 5.572
H 0.920 -3.954 4.440
H -0.701 -4.563 4.779
H -0.553 -1.224 2.326
H 0.534 0.218 3.750
H 1.591 -1.156 4.141
H 0.159 -0.819 5.089
C 1.807 3.599 -1.225
C 2.705 2.807 -2.156
O 3.758 3.274 -2.584
N 2.337 1.503 -2.344
C 3.074 0.575 -3.129
H 2.382 4.128 -0.466
H 1.070 2.986 -0.696
H 1.274 4.360 -1.803
H 1.429 1.201 -1.989
H 4.125 0.543 -2.850
H 2.963 0.777 -4.195
H 2.666 -0.415 -2.920
C 2.163 -3.545 1.382
C 1.751 -4.964 1.063
O 2.533 -5.769 0.562
N 0.456 -5.284 1.359
C -0.079 -6.524 0.935
H 2.561 -3.478 2.400
H 1.355 -2.835 1.194
H 3.014 -3.271 0.761
H -0.180 -4.618 1.794
H 0.172 -7.309 1.653
H 0.385 -6.816 -0.006
H -1.151 -6.432 0.795
C 0.488 2.924 2.725
C -0.831 3.238 3.407
O -0.903 4.091 4.278
N -1.886 2.511 3.006
C -3.196 2.652 3.594
H 1.210 2.650 3.495
H 0.829 3.796 2.167
H 0.448 2.103 1.999
H -1.842 1.943 2.163
H -3.939 2.241 2.918
H -3.427 3.721 3.698
H -3.246 2.260 4.612
C -4.772 1.799 -0.933
C -4.167 3.190 -0.921
O -4.675 4.091 -1.568
N -3.067 3.336 -0.147
C -2.269 4.547 -0.176
H -4.450 1.224 -1.801
H -5.858 1.891 -0.949
H -4.497 1.185 -0.069
H -2.571 2.471 0.081
H -2.895 5.401 -0.429
H -1.475 4.511 -0.931
H -1.839 4.749 0.805
C 3.366 1.099 1.255
C 2.573 -0.006 0.606
O 3.527 -0.639 -0.228
S 4.935 -0.692 0.526
O 5.924 -0.342 -0.406
O 5.090 -1.881 1.278
O 4.630 0.454 1.566
H 2.957 1.499 2.172
H 3.568 1.890 0.525
H 1.705 0.399 0.088
H 2.187 -0.710 1.351
C 0.495 -2.561 -1.988
C -0.745 -3.354 -1.546
O -0.702 -4.587 -2.275
S 0.403 -4.533 -3.381
O -0.108 -3.921 -4.531
O 1.007 -5.792 -3.480
O 1.355 -3.521 -2.627
H 0.999 -2.092 -1.152
H 0.267 -1.813 -2.747
H -1.636 -2.739 -1.653
H -0.727 -3.641 -0.496
C -1.858 1.706 -3.913
C -1.064 2.929 -3.476
O -1.130 3.852 -4.545
S -1.259 3.057 -5.927
O 0.023 2.868 -6.479
O -2.264 3.645 -6.691
O -1.780 1.681 -5.357
H -2.909 1.732 -3.599
H -1.480 0.777 -3.493
H -0.029 2.613 -3.291
H -1.382 3.290 -2.499
*
```

Atom charges from the Löwdin analysis, given in e for atoms 1 to 6:
1 Cs 1.122
2 S 0.206
3 O -0.358
4 O -0.493
5 O -0.470
6 O -0.421


Which of these has the lowest total energy?
C21H31As2O11S4SbSe2Tc